# 1
Here is C25H35NO3 in the gas phase from the OMol25 dataset. Energies are from ωB97M-V/def2-TZVPD.

The geometry in XYZ format:
```
64
Properties=species:S:1:pos:R:3:forces:R:3
C -5.915 -1.865 -2.544 0.3501 0.2550 0.1858
C -4.422 -2.322 -2.095 -0.9944 0.5443 0.8852
C -4.006 -1.687 -0.666 0.0107 -0.3298 -0.0047
C -2.959 -0.470 -0.822 -0.4081 -0.2863 0.1554
C -1.908 -0.369 0.429 0.2651 0.1535 -1.3587
C -0.435 -0.040 -0.161 1.9266 1.3426 -0.3791
C -0.199 1.470 -0.520 1.9705 -2.2295 -0.4571
C -1.360 2.548 -0.312 0.5476 -0.0615 -0.5900
C -1.566 3.037 1.206 -1.2661 0.0392 -0.0696
O -0.842 2.234 2.182 -0.0319 1.0958 -0.3230
C 1.176 1.941 -1.079 -1.7570 -3.0384 1.2515
N 1.504 3.338 -1.404 2.6891 -1.5530 2.4355
C 2.197 3.923 -0.432 -0.1320 0.0843 -0.2122
C 3.649 4.595 -0.694 -1.7454 1.0813 0.3185
C 1.656 4.074 1.090 0.8531 0.0219 -0.2152
C 2.273 0.854 -1.258 -1.2125 -0.5572 0.7991
C 2.057 -0.667 -0.904 -2.4628 2.2740 0.3571
C 0.675 -1.142 -0.329 0.7871 2.7437 -1.1302
C 0.436 -2.680 0.089 -0.1942 -0.2875 -0.0166
C -0.914 -3.301 -0.588 0.0397 0.4679 1.2219
C 0.436 -2.879 1.713 0.4607 0.2228 -0.5686
C 1.316 -1.772 2.479 0.1192 -1.3645 1.6866
C 1.918 -2.517 3.807 0.5332 0.8903 -0.9963
C 3.294 -1.622 -1.164 0.9000 -1.3570 -0.5154
O 3.256 -2.790 -1.616 -0.3433 3.6141 1.6312
C 4.746 -0.980 -0.856 -0.7987 3.2663 -0.7763
C 4.940 0.400 -1.187 -0.7250 -2.8245 0.9132
C 3.734 1.286 -1.796 -0.1312 0.6604 -1.1247
O 3.917 2.200 -2.639 -0.3093 -3.2384 3.1535
H -5.780 -1.115 -3.399 -0.6306 -1.2038 1.0520
H -6.574 -2.764 -2.838 1.1193 1.5307 0.1997
H -6.464 -1.312 -1.690 0.9450 -0.9241 -1.3160
H -4.418 -3.455 -1.971 0.2661 1.5049 -0.4842
H -3.673 -1.940 -2.865 -0.9606 -0.9589 0.9222
H -3.585 -2.556 -0.034 -0.4373 1.6097 -0.9009
H -4.943 -1.314 -0.101 1.4641 -0.5963 -0.9417
H -2.373 -0.556 -1.807 -0.8633 0.0018 1.4735
H -3.605 0.487 -0.909 1.2247 -1.4044 0.1816
H -1.886 -1.366 0.984 -0.0561 1.5753 -0.6815
H -2.310 0.475 1.089 1.0614 -1.3553 -0.6297
H -2.381 2.194 -0.719 1.8599 0.2564 0.6789
H -1.084 3.457 -0.971 -0.3058 -1.4200 1.1599
H -1.319 4.150 1.255 -0.2125 -1.5291 0.1924
H -2.691 2.907 1.451 1.6788 0.4446 -0.4122
H -0.659 2.771 2.984 -0.3340 -0.3874 -0.8987
H 3.642 5.611 -0.138 0.2416 -1.5183 -0.9819
H 4.447 3.947 -0.184 -1.3150 0.7086 -0.8473
H 3.833 4.740 -1.810 -0.1585 -0.4013 1.6470
H 1.461 3.062 1.584 -0.0209 1.4057 -0.8119
H 2.406 4.656 1.743 -0.9923 -0.9918 -1.1370
H 0.711 4.731 1.045 1.3793 -1.2553 -0.0311
H 1.285 -3.369 -0.282 -1.0881 1.7416 0.3862
H -1.320 -2.575 -1.369 0.5571 -1.3292 0.8643
H -1.696 -3.392 0.257 1.0935 0.1104 -1.4555
H -0.741 -4.358 -0.974 -0.1504 1.5683 0.2326
H 0.915 -3.915 1.904 -0.7871 1.6289 -0.2384
H -0.634 -2.932 2.139 1.6159 0.2610 -0.6509
H 2.238 -1.425 1.888 -1.6868 -0.3203 0.6511
H 0.701 -0.894 2.890 0.8184 -1.1308 -1.2085
H 1.150 -3.200 4.305 1.1787 0.9478 -0.6734
H 2.855 -3.083 3.442 -1.5794 0.5098 0.8719
H 2.274 -1.697 4.518 -0.4924 -1.2915 -0.6845
H 5.597 -1.600 -0.391 -1.6542 0.8759 -1.0337
H 5.972 0.832 -0.955 -1.7195 -0.2931 -0.7507
```
Positions in Å, forces in eV/Å.

Output
Kohn-Sham gap = 7.24 eV
SMILES = CCCCCc1c(CCO)c(N=C(C)C)c2c(c1[C@H](C)CCC)C(=O)C=CC2=O
molar mass = 397.56 Da
HOMO energy = -8.1266 eV

Löwdin atomic charge list, values in e, 4 entries: -0.13 -0.24 -0.22 -0.20


# 2
Here is 2 unconnected molecules or ions with the total composition C6H14N2O2 from the OMol25 dataset. Energies are from ωB97M-V/def2-TZVPD.

The geometry in XYZ format:
```
24
Properties=species:S:1:pos:R:3:forces:R:3
C 0.175 -2.742 2.221 0.0555 0.3891 -1.0380
C -2.159 -1.419 -0.481 1.0285 0.6400 -0.3230
C -0.330 -1.737 1.185 -0.9231 -1.1618 -0.0302
O 0.276 -0.712 0.909 0.1877 0.4587 -0.1286
N -1.501 -2.105 0.604 0.2846 0.5436 0.1830
H 0.289 -2.197 3.155 -0.0617 -0.3456 0.2345
H 1.149 -3.099 1.879 0.1167 0.2305 0.1314
H -1.987 -2.942 0.895 0.2715 -0.2380 0.3069
H -1.728 -1.775 -1.432 -0.7229 -0.2246 0.0169
H -0.462 -3.627 2.229 -0.1759 0.1302 0.5409
H -3.237 -1.523 -0.358 0.0096 -0.2186 -0.3683
H -1.915 -0.352 -0.504 -0.1191 -0.0485 0.4356
C 0.162 3.391 0.104 -0.4054 -0.8560 1.2920
C 1.738 0.571 -1.830 -0.1974 0.8098 -0.8779
C 1.366 1.974 -1.405 -0.5953 -0.6103 0.9459
O 1.851 2.982 -1.900 -0.0626 -0.0640 -0.1223
N 0.469 2.045 -0.363 0.5675 1.3922 -0.7738
H 0.096 1.277 0.180 0.4158 -0.5103 -0.4268
H -0.257 3.271 1.110 -0.1872 0.0563 -0.1481
H 1.061 3.975 0.261 0.1101 0.2291 -0.4986
H 0.983 -0.129 -1.486 0.5375 -0.3609 0.3613
H -0.588 3.889 -0.505 0.2066 0.2245 -0.2357
H 1.770 0.545 -2.924 -0.1677 0.0974 0.0398
H 2.779 0.438 -1.543 -0.1734 -0.5626 0.4831
```
Positions in Å, forces in eV/Å.

Output
Kohn-Sham gap (spin up / spin down) = 2.65 / 9.65 eV
charge = -1
molar mass = 146.19 Da
2S+1 = 2
HOMO energy (spin up / spin down) = 0.8206 / -6.2502 eV

Löwdin atomic charge list, values in e, 4 entries: -0.15 -0.31 -0.65 -0.01


# 3
Here is C17H18ClNO6 in the gas phase from the OMol25 dataset. Energies are from ωB97M-V/def2-TZVPD.

The geometry in XYZ format:
```
43
Properties=species:S:1:pos:R:3:forces:R:3
C 3.019 0.604 -0.972 0.8779 -0.8391 0.2425
O 1.921 0.540 -1.886 -0.3134 0.7567 0.4450
C 1.186 -0.594 -1.784 0.3886 -2.6378 -0.7731
C 1.685 -1.787 -2.293 -1.5670 2.5987 1.9499
C 1.042 -3.042 -2.015 -2.5702 -3.0719 -0.5609
N 1.562 -4.114 -2.500 2.0540 -0.5041 -1.2955
O 0.902 -5.360 -2.404 -1.1337 0.9117 0.9451
C -0.339 -3.127 -1.345 0.9185 2.0718 0.0625
C -1.073 -1.752 -1.483 -0.3496 0.0319 -0.0096
C -1.644 -1.573 -2.929 -0.3837 -0.2911 1.0364
C -0.160 -0.576 -1.003 0.9856 -0.8547 -0.1816
O 0.216 -0.866 0.378 0.1830 0.3168 0.7019
C 0.012 0.242 1.145 0.0583 -0.6500 1.2361
C 0.347 0.311 2.510 0.2453 -0.7960 -0.3262
Cl 1.101 -1.045 3.325 -0.2397 0.3592 -0.4640
C 0.050 1.465 3.236 -0.3902 -0.2062 -1.1321
O 0.324 1.420 4.563 0.0212 0.3108 -0.8585
C 0.855 2.618 5.096 0.0578 0.6442 -0.0391
C -0.585 2.530 2.543 -0.0213 0.7839 1.0095
C -0.966 2.441 1.207 -0.5281 -0.3069 0.2495
O -1.739 3.438 0.707 0.0542 -0.2594 -0.0709
C -2.992 3.082 0.082 0.0702 1.0178 -0.7961
C -0.640 1.275 0.498 0.2769 -0.7065 0.2721
C -0.769 0.815 -0.870 -0.8005 2.6221 -2.3425
O -1.168 1.534 -1.792 0.3274 -1.6182 0.8459
H 3.771 -0.138 -1.263 -0.1184 -0.1140 0.0323
H 2.762 0.394 0.078 -0.3554 0.1311 -0.3676
H 3.540 1.551 -1.021 -0.4826 0.4363 -0.2668
H 2.603 -1.782 -2.812 0.9009 -0.0473 -0.4586
H 1.375 -6.094 -2.856 0.4034 1.6387 0.2076
H -0.141 -3.329 -0.293 -0.2490 -0.1259 0.1224
H -0.956 -3.907 -1.767 0.1047 -0.2142 -0.1250
H -1.904 -1.785 -0.762 0.0463 0.1566 -0.2334
H -2.126 -0.588 -3.059 0.2976 -0.4737 -0.0083
H -2.396 -2.382 -3.095 0.4844 0.6515 0.0973
H -0.849 -1.712 -3.653 0.0958 0.1457 -0.2124
H 0.049 3.294 5.396 0.1253 -0.0643 0.2039
H 1.483 3.147 4.368 -0.1110 -0.1864 0.0041
H 1.486 2.334 5.928 -0.1278 0.0338 0.2687
H -0.879 3.458 3.079 0.2374 -0.8481 -0.3718
H -3.274 2.052 0.219 0.0603 -0.4331 0.4283
H -2.948 3.243 -1.014 0.2105 0.0249 0.6422
H -3.745 3.763 0.512 0.2560 -0.3955 -0.1092
```
Positions in Å, forces in eV/Å.

Output
Kohn-Sham gap = 8.55 eV
SMILES = COC1=C/C(=N/O)C[C@H](C)[C@@]12Oc1c(Cl)c(OC)cc(OC)c1C2=O
molar mass = 367.78 Da
HOMO energy = -8.5469 eV

Löwdin atomic charge list, values in e, 4 entries: -0.05 -0.07 -0.16 0.07


# 4
Here is a gas-phase ion, C3H5Cl2N2 (charge +1) from the OMol25 dataset. Energies are from ωB97M-V/def2-TZVPD.

The geometry in XYZ format:
```
12
Properties=species:S:1:pos:R:3:forces:R:3
H 1.858 -0.481 2.128 -0.2977 0.7892 -0.3387
N 1.174 -0.401 1.367 -0.5585 -0.8192 -0.9414
C 1.501 0.188 0.326 3.1074 1.0445 -0.6819
N 0.767 0.092 -0.993 -0.3729 1.4870 0.8115
C -0.533 0.053 -0.969 -1.2336 -0.2573 0.1311
C -1.475 -0.005 0.241 0.5922 -1.2394 1.7522
Cl -1.923 -1.779 0.085 -0.0028 0.7777 -0.1765
Cl -2.815 1.106 0.017 0.4095 -0.3090 -0.2190
H 2.466 0.809 0.171 -1.5416 -1.0557 0.0910
H 1.332 0.411 -1.865 -1.4221 -1.1952 1.7425
H -1.222 -0.023 -1.845 1.3589 0.3919 0.0426
H -1.130 0.031 1.337 -0.0389 0.3855 -2.2136
```
Positions in Å, forces in eV/Å.

Output
Kohn-Sham gap = 9.52 eV
charge = +1
SMILES = [H]/N=C/[NH+]=C\C(Cl)Cl
molar mass = 139.99 Da
HOMO energy = -15.3114 eV

Löwdin atomic charge list, values in e, 4 entries: 0.12 0.16 -0.18 0.13


# 5
Here is 2 unconnected molecules or ions with the total composition C4H10N2O2 from the OMol25 dataset. Energies are from ωB97M-V/def2-TZVPD.

The geometry in XYZ format:
```
18
Properties=species:S:1:pos:R:3:forces:R:3
C 1.848 -1.850 0.540 0.7134 -0.2018 0.0914
C 0.585 -1.341 1.164 0.3168 0.5391 -1.1103
O 0.663 -0.760 2.277 0.2496 -0.1506 0.9196
N -0.517 -1.303 0.493 -1.4253 0.2772 -0.5194
H -1.322 -0.755 0.785 0.1779 -0.1958 0.5572
H -0.554 -1.440 -0.509 0.5078 -0.3879 -0.2449
H 2.036 -2.902 0.758 -0.3615 -0.0735 0.0825
H 2.719 -1.315 0.916 -0.1222 0.1517 0.0813
H 1.772 -1.700 -0.537 -0.0969 -0.0203 0.0015
C -1.960 1.683 -0.892 0.6364 0.3306 0.4624
C -0.538 1.181 -1.150 -2.0592 0.8643 0.2939
O -0.339 0.367 -2.026 0.9004 -0.7766 0.3842
N 0.401 1.731 -0.338 0.7012 -1.6145 -0.5699
H 1.316 1.315 -0.428 0.1861 0.6442 -0.0596
H 0.271 2.559 0.191 -0.1741 0.4559 0.3442
H -1.886 2.772 -0.882 -0.5458 -0.0137 -0.1022
H -2.449 1.369 0.033 0.6238 0.0565 0.4505
H -2.632 1.296 -1.621 -0.2285 0.1152 -1.0623
```
Positions in Å, forces in eV/Å.

Output
Kohn-Sham gap (spin up / spin down) = 9.60 / 4.87 eV
charge = +1
molar mass = 118.14 Da
2S+1 = 2
HOMO energy (spin up / spin down) = -13.8423 / -13.8413 eV

Löwdin atomic charge list, values in e, 4 entries: 0.08 -0.43 0.36 0.28


# 6
Here is a gas-phase ion, C4H12NO (charge +1) from the OMol25 dataset. Energies are from ωB97M-V/def2-TZVPD.

The geometry in XYZ format:
```
18
Properties=species:S:1:pos:R:3:forces:R:3
C 0.066 -1.031 -1.840 0.2907 -0.9837 -0.6015
C 0.424 -0.584 -0.436 -0.9310 1.3173 -0.3834
N -0.641 -1.205 0.481 -0.6336 -0.9998 -0.4398
C 0.292 0.960 -0.271 -0.2548 -0.6479 -0.3883
C 0.470 1.421 1.152 0.5025 0.9573 1.1156
O -0.649 1.123 1.996 -0.0954 -1.5267 -1.2228
H -0.101 -2.114 -1.906 0.2195 0.0051 0.2811
H -0.851 -0.612 -2.257 0.0752 0.4835 0.3037
H 0.877 -0.859 -2.545 0.0271 0.3014 0.0578
H 1.420 -0.893 -0.136 -0.1275 -0.3484 0.2375
H -1.052 -0.529 1.152 0.4529 -0.1282 0.2879
H -0.386 -2.104 0.904 0.5650 0.5731 0.5314
H -1.407 -1.555 -0.107 -0.0662 0.6501 -0.1357
H -0.663 1.259 -0.718 -0.0922 0.0772 0.3771
H 1.027 1.463 -0.898 0.2727 -0.2388 0.0253
H 0.711 2.483 1.245 -0.2978 0.0293 -0.4865
H 1.348 0.957 1.599 0.1752 -0.3841 -0.0752
H -0.886 1.818 2.585 -0.0823 0.8633 0.5156
```
Positions in Å, forces in eV/Å.

Output
Kohn-Sham gap = 11.69 eV
charge = +1
SMILES = C[C@H]([NH3+])CCO
molar mass = 90.15 Da
HOMO energy = -14.8967 eV

Löwdin atomic charge list, values in e, 4 entries: -0.05 -0.30 0.22 -0.13


Question: The lowest molar mass belongs to which entry?
Answer: C4H12NO